# C2H2FN

2 unconnected molecules or ions with the total composition C2H2FN (ωB97M-V/def2-TZVPD, the Open Molecules 2025 dataset).

Summary:
**Calculated total energy**: -231.93687 a.u.
**Kohn-Sham gap**: 0.431 hartree

Atoms and positions in Å:
C: 0.990067 -0.023815 -0.249166
C: -0.393610 0.086609 0.259415
N: 2.067758 -0.133646 -0.603980
F: -1.004141 1.130360 -0.377784
H: -0.989953 -1.223187 -0.333070
H: -0.670122 0.163680 1.304584

Cartesian forces, eV/Å:
-1.41 0.18 1.57
-1.72 -3.31 -3.25
0.84 -0.10 -0.43
-0.04 -0.11 0.01
1.56 3.78 1.97
0.77 -0.44 0.14

Charges per atom according to Löwdin partitioning, unit e:
1. C -0.23
2. C -0.20
3. N 0.15
4. F -0.05
5. H 0.23
6. H 0.10

# C6H15NP

2 unconnected molecules or ions with the total composition C6H15NP (ωB97M-V/def2-TZVPD, the Open Molecules 2025 dataset).

Summary:
**Charge**: +1
**Calculated total energy**: -633.29790 a.u.
**Kohn-Sham gap**: 0.324 hartree

Atoms and positions in Å:
C: -0.573770 -2.273566 0.202506
C: -0.660522 -1.002621 0.560983
C: -2.643581 1.173323 -0.450257
C: 1.971608 0.891575 1.434808
C: 2.339312 -0.556405 -1.068867
C: -0.339731 0.087819 -0.300499
N: -1.196404 1.293469 -0.157901
P: 1.413969 0.902124 -0.404183
H: -0.685572 -3.065610 0.867906
H: -0.320149 -2.651810 -0.849055
H: -0.773049 -0.906627 1.675071
H: -2.672148 0.615091 -1.463217
H: -2.970612 0.531078 0.224636
H: -3.253381 2.049676 -0.322071
H: 2.597014 0.102243 1.500341
H: 1.115517 0.867251 2.083784
H: 2.517066 1.883639 1.517499
H: 1.638076 -1.018790 -1.797717
H: 2.714817 -1.038130 -0.190167
H: 3.237863 -0.199821 -1.705878
H: -0.756802 -0.518705 -1.905239
H: -0.847383 2.016135 -0.693349
H: -0.972397 1.670331 0.827951

Cartesian forces, eV/Å:
0.64 -0.24 -2.91
-0.02 -1.65 2.04
1.30 -0.11 -3.54
-1.45 3.88 -2.40
0.73 1.96 -1.80
0.24 0.31 -4.56
-0.85 0.03 3.23
-0.19 -0.50 0.25
-0.20 -1.01 1.34
-0.59 1.01 1.39
-0.09 0.65 -1.06
-0.29 1.42 1.46
-1.80 -3.19 2.97
0.39 0.76 -0.49
1.97 -2.50 0.88
-0.14 -0.10 0.52
-0.58 -1.33 0.29
0.68 -0.43 0.91
-0.02 -1.29 -0.08
-1.41 -0.43 1.16
1.16 1.66 3.73
1.43 1.81 -1.99
-0.92 -0.72 -1.35

Charges per atom according to Löwdin partitioning, unit e:
1. C 0.04
2. C -0.26
3. C 0.02
4. C -0.23
5. C -0.29
6. C -0.46
7. N -0.08
8. P 0.93
9. H 0.05
10. H 0.10
11. H 0.14
12. H 0.14
13. H 0.04
14. H 0.11
15. H -0.02
16. H 0.02
17. H 0.06
18. H 0.03
19. H 0.02
20. H 0.08
21. H 0.27
22. H 0.08
23. H 0.21

no.,LUMO energy (eV),HOMO level (eV),strongest force on any atom (eV/Å)
1,0.18,-11.55,5.0
2,-3.94,-12.75,4.8